# 1
ORCA calculation (ωB97M-V/def2-TZVPD) on a cluster of 5 separate species, CH14NO4 in total.

HOMO-LUMO gap = 12.250 eV
ΔE to the lowest compared entry with this formula, charge and spin = 20.37 kcal/mol
F_max = 2.2 eV/A

```
! RIJCOSX wB97M-V def2-TZVPD def2/J DEFGRID3
* xyz 1 1
C -1.664 -0.491 1.067
N -0.765 -0.093 -0.020
H -2.505 -1.102 0.776
H -1.175 -0.837 1.967
H -1.976 0.419 1.594
H 0.056 -0.678 -0.169
H -0.512 0.884 0.096
H -1.164 -0.206 -0.967
H -0.975 -1.804 -2.949
H -0.329 -0.544 -3.521
O -1.026 -0.844 -2.928
H 2.328 -0.380 1.744
H 1.251 0.060 2.872
O 1.433 -0.103 1.948
H 2.289 -1.311 -1.371
H 1.893 0.072 -1.995
O 1.584 -0.662 -1.461
H 0.965 2.076 1.336
H 0.062 3.203 1.195
O 0.230 2.341 0.786
*
```

=====

# 2
ORCA calculation (ωB97M-V/def2-TZVPD) on a cluster of 7 separate species, C38H45ClF10N4O20S in total.

SMILES = CCCCCCc1nc2c(CCF)c(S(=O)(=O)C(F)(F)F)c(N)c([C@H](Cl)CC)c2nc1N.O=C1OC[C@@H](F)O1.O=C1OC[C@@H](F)O1.O=C1OC[C@@H](F)O1.O=C1OC[C@@H](F)O1.O=C1OC[C@@H](F)O1.O=C1OC[C@@H](F)O1
HOMO-LUMO gap = 8.163 eV
F_max = 4.6 eV/A

```
! RIJCOSX wB97M-V def2-TZVPD def2/J DEFGRID3
* xyz 0 1
C -5.847 6.192 0.459
C -5.674 4.666 0.867
C -5.544 3.706 -0.373
C -4.151 3.760 -1.116
C -2.896 3.821 -0.168
C -2.886 2.750 0.986
C -2.132 1.430 0.608
N -0.996 1.520 -0.102
C -0.407 0.295 -0.380
C 0.844 0.321 -1.207
C 1.391 1.713 -1.699
C 2.345 2.392 -0.643
F 3.685 1.946 -0.714
C 1.533 -0.901 -1.546
S 3.015 -1.024 -2.572
O 3.659 0.247 -2.867
O 4.022 -1.895 -1.954
C 2.461 -1.734 -4.232
F 1.141 -1.323 -4.381
F 3.136 -1.208 -5.275
F 2.439 -3.092 -4.228
C 0.983 -2.211 -1.016
N 1.690 -3.440 -1.356
C -0.216 -2.222 -0.219
C -0.724 -3.612 0.309
Cl -2.409 -4.015 -0.281
C -0.640 -3.698 1.893
C -0.896 -5.168 2.418
C -0.973 -0.958 0.111
N -2.133 -1.112 0.855
C -2.673 0.110 1.059
N -3.917 0.140 1.812
H -5.752 6.874 1.352
H -5.037 6.465 -0.265
H -6.853 6.399 0.011
H -4.854 4.512 1.613
H -6.646 4.396 1.375
H -6.315 4.053 -1.124
H -5.852 2.647 -0.121
H -4.155 4.713 -1.722
H -4.115 2.908 -1.842
H -2.838 4.848 0.286
H -1.983 3.701 -0.815
H -3.903 2.570 1.405
H -2.278 3.197 1.830
H 0.502 2.405 -1.776
H 1.821 1.667 -2.729
H 2.375 3.509 -0.775
H 1.971 2.135 0.383
H 2.102 -3.834 -0.500
H 1.010 -4.133 -1.692
H -0.074 -4.454 -0.054
H -1.356 -2.989 2.376
H 0.397 -3.398 2.217
H -1.837 -5.603 1.979
H -1.023 -5.205 3.534
H -0.040 -5.852 2.176
H -4.317 -0.794 1.691
H -3.710 0.272 2.812
C -5.130 -2.631 5.207
C -6.232 -1.825 5.825
O -5.600 -0.591 6.120
C -4.616 -0.452 5.192
O -4.054 0.573 4.956
O -4.355 -1.625 4.556
F -6.655 -2.383 6.984
H -4.515 -3.142 5.951
H -5.499 -3.366 4.493
H -7.085 -1.650 5.167
C -7.530 1.913 3.376
C -7.496 0.728 2.455
O -8.695 0.858 1.721
C -8.960 2.198 1.676
O -9.730 2.703 0.928
O -8.220 2.882 2.593
F -7.538 -0.440 3.156
H -8.094 1.716 4.291
H -6.533 2.262 3.646
H -6.645 0.716 1.769
C 0.758 -6.900 -4.297
C 1.077 -8.323 -3.948
O 1.747 -8.204 -2.709
C 1.245 -7.085 -2.120
O 1.376 -6.821 -0.964
O 0.566 -6.308 -3.013
F 1.926 -8.870 -4.850
H 1.583 -6.397 -4.808
H -0.139 -6.811 -4.908
H 0.201 -8.966 -3.831
C 5.456 -3.537 -0.091
C 6.378 -4.694 0.155
O 6.908 -4.412 1.437
C 5.943 -3.699 2.089
O 5.923 -3.521 3.264
O 5.003 -3.227 1.226
F 7.396 -4.711 -0.741
H 5.971 -2.671 -0.511
H 4.623 -3.797 -0.741
H 5.885 -5.669 0.169
C 6.190 2.659 -4.715
C 6.766 3.803 -3.938
O 5.637 4.598 -3.643
C 4.584 3.728 -3.580
O 3.530 3.989 -3.097
O 4.897 2.525 -4.132
F 7.618 4.532 -4.701
H 6.089 2.882 -5.780
H 6.769 1.743 -4.603
H 7.261 3.508 -3.009
C 7.707 5.950 -0.398
C 8.054 4.536 -0.059
O 8.717 4.657 1.182
C 8.185 5.768 1.779
O 8.303 6.029 2.930
O 7.496 6.531 0.884
F 8.918 4.018 -0.968
H 8.522 6.474 -0.903
H 6.810 6.022 -1.013
H 7.189 3.875 0.048
*
```